Record 1
Below is the molecule C4H6N2O, with properties calculated with the ωB97M-V functional and the def2-TZVPD basis.

Last column: natural (NBO) charge in e.
Atoms and positions in Å:
N  1.22  -0.90  0.49  -0.5473
H  1.20  -1.79  0.98  0.4219
C  2.29  -0.08  0.29  0.1488
O  -1.07  -0.88  -0.02  -0.4974
H  0.04  1.68  -1.08  0.2075
C  -2.19  0.00  -0.07  -0.2438
C  0.59  0.91  -0.57  -0.2069
H  -1.93  0.95  -0.54  0.1859
H  -2.97  -0.50  -0.64  0.1942
C  0.13  -0.27  -0.06  0.3998
N  1.95  1.01  -0.34  -0.4396
H  -2.54  0.21  0.95  0.1821
H  3.29  -0.34  0.61  0.1947

## Properties
* HOMO: -8.2 eV
* SMILES string: COc1cnc[nH]1
* energy relative to the best compared isomer or geometry (same formula, charge and spin): 120.1 kJ/mol
* LUMO energy: 0.879 eV
* total charge: 0

Record 2
Below is a structure of composition C14H9Cl4N2O6SSiV, with properties calculated with the ωB97M-V functional and the def2-TZVPD basis.

Last column: Löwdin spin population.
Atoms and positions in Å:
C  0.37  2.81  4.08  -0.0043
C  -1.62  2.25  2.90  -0.0028
H  -1.57  2.78  4.99  0.0002
C  1.74  -2.55  -2.59  0.0085
H  -0.94  1.68  -0.40  0.0038
Si  -3.14  -0.60  -1.45  0.0030
O  1.74  -4.71  -3.42  -0.0110
O  -0.73  -1.46  1.31  0.0118
C  -0.04  -2.42  0.71  0.0026
N  2.09  -3.56  -3.61  -0.0033
N  2.33  0.99  -1.93  0.2269
O  2.71  -3.20  -4.59  0.0001
Cl  1.18  3.29  5.57  -0.0011
Cl  -4.75  0.67  -1.95  -0.0020
H  2.19  2.75  2.96  0.0003
C  1.11  -0.69  -0.69  0.0851
H  -2.70  2.09  2.90  -0.0007
Cl  -3.88  -2.51  -1.92  -0.0009
C  1.12  2.61  2.94  0.0013
O  3.06  1.29  -2.93  0.2176
O  0.02  -3.55  1.13  -0.0092
H  -2.52  2.15  0.30  0.0014
H  1.07  2.10  0.86  0.0004
C  -1.00  2.63  4.08  0.0012
H  0.72  -3.99  -1.35  0.0083
S  -4.04  -0.57  1.56  -0.1878
C  2.18  -1.26  -2.79  0.0765
H  2.75  -0.97  -3.65  0.0072
C  1.87  -0.30  -1.81  0.0458
O  2.03  1.84  -1.02  0.1912
C  -0.90  2.05  1.72  0.0048
C  -1.58  1.60  0.48  -0.0123
C  1.02  -2.97  -1.48  0.1345
V  -2.16  -0.35  0.81  1.1973
H  0.89  0.05  0.06  0.0077
Cl  -1.80  -0.22  -3.02  -0.0084
C  0.49  2.24  1.76  -0.0033
C  0.70  -2.00  -0.52  0.0097

## Properties
* HOMO (spin up / spin down): -0.6 / -3.5 eV
* ⟨S²⟩: 2.076
* energy relative to the best compared isomer or geometry (same formula, charge and spin): 0.0 kJ/mol
* multiplicity: 3
* LUMO energy (spin up / spin down): 4.122 / 4.122 eV
* total charge: -2

Record 3
Below is the molecule C11H9F2N5O3S, with properties calculated with the ωB97M-V functional and the def2-TZVPD basis.

Last column: natural (NBO) charge in e.
Atoms and positions in Å:
C  -2.14  0.26  -2.36  -0.4860
N  -2.13  0.73  1.60  -0.2123
N  -1.16  2.66  1.04  -0.0328
C  -0.74  -0.40  -1.71  0.6676
H  -2.48  -0.64  -3.13  0.2957
H  -3.33  -0.64  2.04  0.2574
F  1.76  2.60  -0.74  -0.3056
C  2.11  1.35  -0.35  0.3910
C  1.92  -1.17  -0.52  -0.2233
H  -1.98  -0.36  3.32  0.2366
H  3.65  -2.23  0.23  0.2225
O  -0.70  -1.71  -1.70  -0.7373
C  3.29  -1.16  -0.04  -0.2480
F  5.10  -0.13  0.75  -0.2812
H  -1.99  1.15  -2.49  0.1707
C  -2.37  1.00  0.41  0.1384
C  3.88  -0.10  0.50  0.3630
S  -3.27  0.35  -0.83  0.2634
H  0.04  1.55  -1.61  0.4658
C  -2.27  -0.62  2.05  -0.3129
C  -1.21  -1.44  1.49  0.7669
C  1.49  -0.01  -0.81  0.0907
C  3.41  1.13  0.03  -0.3087
N  -1.69  2.29  -0.13  -0.3064
N  0.15  0.37  -1.34  -0.6071
H  3.96  2.05  0.57  0.2308
H  -1.40  -2.88  0.18  0.5268
O  -1.87  -2.26  0.80  -0.6628
H  1.39  -2.17  -0.88  0.2946
O  -0.12  -1.31  1.57  -0.5217
N  -1.29  1.76  2.05  -0.1361

## Properties
* HOMO: -8.8 eV
* SMILES string: O=C(O)Cn1nnnc1SCC(=O)Nc1ccc(F)cc1F
* LUMO energy: 0.083 eV
* total charge: 0

Record 4
Below is a cluster of 5 separate species, C29H59F5O17S in total, with properties calculated with the ωB97M-V functional and the def2-TZVPD basis.

Last column: Löwdin charge in e.
Atoms and positions in Å:
H  -0.04  5.60  4.21  0.1211
C  -0.04  -1.71  -2.00  -0.4689
C  -3.55  -6.05  -3.27  -0.1811
C  0.34  3.17  2.29  -0.1104
H  -2.63  -6.63  -3.24  0.1236
H  -3.34  -5.05  -2.86  0.1161
O  1.76  6.62  3.95  -0.1219
H  8.36  3.56  0.90  0.1282
F  2.06  -2.22  -1.01  0.1697
C  -3.51  5.51  -0.78  -0.2073
C  5.42  1.50  -1.20  -0.1783
S  -1.00  -2.57  -0.65  0.7823
F  2.07  -0.96  -2.75  0.2039
H  -3.42  0.55  -0.17  0.1283
H  4.21  0.53  2.91  0.0931
O  -4.53  -6.58  -2.39  -0.1232
O  0.16  -4.93  -1.21  0.0684
C  -3.63  5.81  1.55  -0.1118
H  -3.96  6.85  1.50  0.0887
H  0.87  -3.73  0.29  0.1542
C  -4.82  -7.97  -2.50  -0.1864
H  -0.60  -9.17  -2.56  0.0924
C  7.86  3.00  0.10  -0.2083
H  -4.21  -9.86  -1.72  0.1280
H  -0.07  7.37  4.25  0.1275
H  3.08  3.77  2.78  0.1159
H  -2.50  5.89  -0.62  0.1263
C  1.41  -1.25  -1.65  -0.5874
H  -4.72  -6.40  -7.23  0.0878
H  6.20  4.29  0.36  0.1277
C  -3.47  4.39  -1.80  -0.1850
H  2.00  4.44  8.13  0.0874
H  -5.02  -8.11  -6.85  0.0874
H  3.47  1.52  -0.30  0.1239
H  -0.53  2.68  2.72  0.0910
C  -3.56  1.36  -0.90  -0.2060
C  -4.02  -5.86  -4.69  -0.2038
O  1.00  5.28  6.59  -0.1953
H  2.70  5.05  4.93  0.1234
O  4.82  0.62  0.98  -0.1816
H  -6.73  1.43  -1.71  0.0872
H  0.00  3.97  1.61  0.0858
C  -2.63  2.50  -0.53  -0.1842
C  3.77  0.60  1.92  -0.0974
H  -3.22  4.84  -2.76  0.1279
H  3.10  -0.25  1.76  0.0871
H  -1.31  -8.47  -1.08  0.0778
H  3.59  5.88  3.64  0.1282
C  4.35  0.86  -0.34  -0.2100
C  -5.73  1.00  -1.73  -0.1114
F  1.35  -0.18  -0.87  0.1858
H  -1.84  -5.14  0.56  0.1476
H  -4.98  -8.27  -3.53  0.1226
H  -3.54  -8.45  -0.85  0.1244
H  -4.12  6.32  -1.20  0.1280
H  -0.49  6.69  6.44  0.1281
H  -5.79  -0.05  -1.40  0.0888
H  0.86  5.72  8.62  0.0879
O  -4.07  -7.10  -5.38  -0.1953
O  8.19  1.63  0.20  -0.1955
C  -3.78  -8.85  -1.85  -0.2080
H  -6.01  -6.84  -6.08  0.0877
C  -0.09  -4.01  -0.15  -0.3351
H  -3.32  -5.19  -5.20  0.1289
H  4.06  -0.09  -0.80  0.1142
O  -4.08  5.07  0.44  -0.1943
H  9.34  1.60  -1.53  0.0881
H  -1.65  2.06  -0.37  0.1224
H  -0.75  -4.54  1.88  0.1481
H  6.34  0.93  -1.15  0.1244
O  1.43  -6.80  -0.91  0.2091
C  0.49  6.49  4.56  -0.1868
H  -5.01  -5.39  -4.68  0.1275
F  -0.78  -0.62  -2.24  0.1419
H  2.01  4.93  1.96  0.1300
H  5.99  2.70  1.11  0.1217
H  -5.36  1.02  -2.76  0.0883
H  -4.05  5.35  2.44  0.0884
F  -0.01  -2.50  -3.07  0.1533
C  0.53  6.51  6.07  -0.2087
O  -2.61  -8.93  -2.63  -0.1910
C  2.61  5.49  3.93  -0.1833
O  1.11  3.69  3.35  -0.1920
C  1.60  5.41  7.86  -0.1143
O  -1.02  -1.67  0.46  -0.2447
O  -2.43  3.44  -1.57  -0.1220
H  -2.53  5.79  1.62  0.0804
H  -4.44  3.90  -1.88  0.1238
O  -0.03  -6.11  0.68  0.0697
C  0.61  -6.04  -0.52  -0.5463
O  -4.92  1.77  -0.88  -0.1904
C  -5.00  -7.10  -6.44  -0.1155
H  -5.75  -8.11  -1.94  0.1276
H  10.26  1.79  -0.01  0.0880
C  9.39  1.30  -0.47  -0.1141
H  1.17  7.34  6.40  0.1267
H  -2.96  2.98  0.39  0.1230
O  -2.21  -3.02  -1.27  -0.2335
H  9.51  0.23  -0.41  0.0876
H  2.41  6.14  7.85  0.0881
H  -1.49  -10.21  -1.42  0.0907
H  5.05  1.47  -2.23  0.1297
H  0.90  2.43  1.70  0.0748
C  -1.45  -9.21  -1.88  -0.1030
H  -3.29  0.98  -1.89  0.1229
C  2.22  4.44  2.92  -0.2035
H  3.18  1.52  1.86  0.0646
H  8.20  3.41  -0.86  0.1270
O  5.63  2.88  -0.93  -0.1205
C  -0.82  -4.90  0.85  -0.0584
C  6.37  3.21  0.23  -0.1864

## Properties
* HOMO: -9.2 eV
* SMILES string: O=C1OC[C@H](S(=O)(=O)C(F)(F)C(F)(F)F)O1.COCCOCCOC.COCCOCCOC.COCCOCCOC.COCCOCCOC
* LUMO energy: 0.294 eV
* total charge: 0

Record 5
Below is a cluster of 2 separate species, C3H9NS in total, with properties calculated with the ωB97M-V functional and the def2-TZVPD basis.

Last column: natural (NBO) charge in e.
Atoms and positions in Å:
C  1.07  -0.20  -0.25  -0.6155
H  2.26  -1.23  1.87  0.1140
H  0.88  0.38  0.66  0.2026
S  3.22  -1.51  0.98  -0.0549
H  -3.68  -0.16  -1.07  0.3280
H  0.80  0.49  -1.04  0.2174
H  3.10  0.49  -0.38  0.2078
H  0.44  -1.08  -0.26  0.2145
C  -3.36  1.05  0.32  -0.0467
N  -3.52  0.84  -0.91  -0.5846
H  -3.40  0.28  1.09  0.1446
H  2.80  -0.98  -1.29  0.2150
C  2.56  -0.45  -0.36  -0.5014
H  -3.18  2.07  0.65  0.1592

## Properties
* HOMO: -9.0 eV
* SMILES string: C=N.CCS
* energy relative to the best compared isomer or geometry (same formula, charge and spin): 106.2 kJ/mol
* LUMO energy: 0.877 eV
* total charge: 0